1.
Density functional theory data (ωB97M-V with the def2-TZVPD basis set) for a structure of composition C25H37Cl3N7O4PS5SbSiTc.

Cartesian coordinates (Å):
1 Tc 0.485 0.702 0.792
2 S 3.218 -0.732 4.899
3 Sb 1.841 -0.215 6.879
4 S 1.872 0.804 2.454
5 S 1.890 -1.030 3.386
6 S -0.198 -0.256 6.106
7 N -1.450 2.982 1.629
8 C -2.248 3.412 2.605
9 C -2.359 2.390 3.529
10 C -1.595 1.356 3.005
11 N -1.040 1.710 1.835
12 H -1.254 3.412 0.741
13 H -2.675 4.404 2.582
14 H -2.908 2.391 4.457
15 H -1.386 0.397 3.449
16 C 1.897 5.051 -2.034
17 N 2.516 3.765 -2.373
18 C 3.875 3.730 -1.813
19 N 3.905 3.969 -0.372
20 C 3.261 5.250 -0.082
21 N 1.885 5.317 -0.593
22 C 0.978 4.431 0.127
23 P 1.511 2.654 -0.055
24 C 1.706 2.647 -1.901
25 C 3.298 2.879 0.382
26 H 0.875 5.071 -2.414
27 H 2.466 5.842 -2.521
28 H 4.461 4.507 -2.301
29 H 4.330 2.762 -2.031
30 H 3.837 6.040 -0.559
31 H 3.255 5.419 0.994
32 H -0.026 4.552 -0.286
33 H 0.964 4.699 1.186
34 H 0.716 2.705 -2.355
35 H 2.169 1.705 -2.206
36 H 3.830 1.945 0.184
37 H 3.379 3.081 1.453
38 C -3.294 -2.360 -2.039
39 C -2.417 -2.157 -3.274
40 C -1.754 -0.764 -3.329
41 C -0.953 -0.624 -4.657
42 C -0.214 0.702 -4.825
43 C -2.832 0.286 -3.343
44 O -3.768 0.255 -4.092
45 N -2.651 1.342 -2.462
46 C -1.623 1.489 -1.574
47 O -1.473 2.533 -0.987
48 N -0.722 0.391 -1.345
49 C -0.800 -0.596 -2.174
50 O 0.032 -1.622 -2.099
51 H -3.612 -3.400 -1.957
52 H -4.195 -1.745 -2.087
53 H -2.752 -2.103 -1.121
54 H -3.012 -2.249 -4.180
55 H -1.631 -2.908 -3.310
56 H -1.685 -0.748 -5.454
57 H -0.256 -1.462 -4.711
58 H -0.900 1.553 -4.809
59 H 0.298 0.725 -5.787
60 H 0.546 0.858 -4.052
61 H -3.308 2.110 -2.526
62 Cl 2.249 -0.639 -0.355
63 Si 1.638 -1.896 -1.875
64 Cl 2.648 -1.362 -3.518
65 Cl 1.871 -3.810 -1.377
66 C 0.578 -7.539 3.543
67 C 0.198 -6.109 3.248
68 C 0.322 -5.578 1.961
69 C -0.060 -4.275 1.682
70 C -0.562 -3.495 2.710
71 C -0.677 -3.981 4.008
72 C -0.298 -5.290 4.263
73 S -1.159 -1.873 2.402
74 C -2.766 -2.255 1.767
75 O -0.374 -1.334 1.183
76 H 0.893 -8.063 2.642
77 H -0.265 -8.078 3.977
78 H 1.396 -7.581 4.264
79 H 0.713 -6.204 1.166
80 H 0.028 -3.867 0.683
81 H -1.059 -3.349 4.804
82 H -0.389 -5.684 5.270
83 H -2.653 -2.943 0.929
84 H -3.246 -1.322 1.465
85 H -3.332 -2.727 2.574

Calculated values
Energy above the lowest of the compared OMol25 structures with the same formula, charge and spin (eV): 0.000
Total charge: +2
Electronic energy (eV): -162787.069
HOMO energy (eV): -12.83
F_max (eV/Å): 0.92
LUMO energy (eV): -6.899

Mulliken charges, unit e, in atom order:
1 Tc -0.36
2 S -0.29
3 Sb 0.75
4 S -0.10
5 S 0.16
6 S -0.42
7 N -0.02
8 C -0.12
9 C -1.33
10 C -0.41
11 N 0.72
12 H -0.03
13 H 0.53
14 H 0.48
15 H 0.35
16 C -1.01
17 N 0.14
18 C -0.91
19 N 0.16
20 C -0.91
21 N 0.16
22 C -1.33
23 P 2.99
24 C -1.10
25 C -1.14
26 H 0.38
27 H 0.29
28 H 0.32
29 H 0.37
30 H 0.31
31 H 0.39
32 H 0.52
33 H 0.30
34 H 0.31
35 H 0.35
36 H 0.43
37 H 0.61
38 C -1.12
39 C -1.30
40 C 2.74
41 C -1.51
42 C -1.00
43 C -0.52
44 O -0.55
45 N 0.10
46 C -1.01
47 O -0.55
48 N 2.18
49 C -1.65
50 O 0.08
51 H 0.54
52 H 0.38
53 H -0.02
54 H 0.48
55 H 0.54
56 H 0.56
57 H 0.45
58 H 0.27
59 H 0.52
60 H 0.05
61 H 0.34
62 Cl 0.14
63 Si 0.33
64 Cl -0.20
65 Cl -0.21
66 C -1.49
67 C 0.89
68 C -0.65
69 C -0.31
70 C 0.20
71 C -0.77
72 C -0.64
73 S 0.65
74 C -1.14
75 O 0.27
76 H 0.36
77 H 0.36
78 H 0.35
79 H 0.35
80 H -0.09
81 H 0.43
82 H 0.44
83 H 0.33
84 H 0.36
85 H 0.50


2.
Density functional theory data (ωB97M-V with the def2-TZVPD basis set) for a cluster of 4 separate species, C25H37Cl6FNO in total at a distorted geometry.

Cartesian coordinates (Å):
1 C -2.832 -5.412 1.310
2 O -3.829 -5.211 0.227
3 C -3.625 -3.874 -0.364
4 C -3.964 -2.622 0.645
5 C -2.828 -1.414 0.506
6 C -1.486 -1.754 1.441
7 C -0.281 -2.265 0.454
8 N 1.050 -1.575 0.652
9 C 2.254 -2.477 0.982
10 C 3.790 -1.945 1.191
11 F 4.938 -2.866 1.480
12 C 4.127 -0.318 1.040
13 C 2.800 0.631 0.695
14 C 1.290 -0.064 0.511
15 C 0.076 0.967 0.122
16 C 0.506 2.216 -0.850
17 C -0.071 3.730 -0.434
18 C 0.284 5.083 -1.338
19 C 1.281 4.931 -2.666
20 C 1.863 3.443 -3.095
21 C 1.449 2.113 -2.201
22 C 2.034 0.669 -2.722
23 H -1.809 -4.855 1.086
24 H -2.572 -6.554 1.493
25 H -3.352 -5.026 2.300
26 H -4.373 -3.789 -1.270
27 H -2.508 -3.849 -0.765
28 H -4.022 -2.907 1.781
29 H -5.013 -2.143 0.371
30 H -3.365 -0.423 0.821
31 H -2.584 -1.337 -0.636
32 H -1.203 -0.718 1.961
33 H -1.795 -2.521 2.272
34 H -0.120 -3.422 0.688
35 H -0.598 -2.233 -0.697
36 H 2.061 -3.644 1.095
37 H 5.213 0.114 1.146
38 H 2.926 1.802 0.553
39 H -0.362 1.447 1.123
40 H -0.833 0.400 -0.391
41 H -0.775 3.877 0.518
42 H -0.127 6.161 -1.102
43 H 1.598 5.829 -3.357
44 H 2.566 3.304 -4.023
45 H 1.351 -0.262 -2.419
46 H 2.286 0.619 -3.864
47 H 3.056 0.498 -2.129
48 Cl 9.437 -1.753 -1.896
49 C 8.967 -2.489 -0.343
50 C 7.703 -1.865 0.229
51 Cl 7.965 -0.186 0.764
52 H 9.811 -2.394 0.347
53 H 8.802 -3.553 -0.534
54 H 7.375 -2.429 1.106
55 H 6.888 -1.866 -0.501
56 Cl -6.788 -3.126 -2.695
57 C -8.092 -2.357 -1.757
58 C -7.861 -0.866 -1.569
59 Cl -6.485 -0.530 -0.490
60 H -8.173 -2.877 -0.798
61 H -9.020 -2.522 -2.313
62 H -8.743 -0.409 -1.109
63 H -7.676 -0.363 -2.522
64 Cl 1.493 6.838 0.873
65 C 0.727 7.644 2.264
66 C -0.311 6.761 2.940
67 Cl -1.747 6.508 1.917
68 H 0.289 8.584 1.914
69 H 1.527 7.884 2.970
70 H -0.658 7.235 3.862
71 H 0.101 5.780 3.196

Calculated values
Total charge: +1
Electronic energy (eV): -107889.199
HOMO energy (eV): -10.68
F_max (eV/Å): 5.62
LUMO energy (eV): -4.881

Mulliken charges, unit e, in atom order:
1 C -0.27
2 O -0.39
3 C -0.17
4 C 0.13
5 C -0.68
6 C -0.24
7 C -0.36
8 N 0.44
9 C -0.09
10 C 0.06
11 F -0.25
12 C -0.03
13 C -0.67
14 C 0.14
15 C 0.09
16 C 0.20
17 C -0.56
18 C -0.69
19 C -0.42
20 C -0.48
21 C 0.63
22 C -0.88
23 H -0.12
24 H 0.29
25 H 0.20
26 H 0.05
27 H 0.24
28 H 0.28
29 H -0.35
30 H 0.34
31 H 0.34
32 H 0.29
33 H 0.43
34 H -0.12
35 H 0.16
36 H 0.32
37 H 0.20
38 H 0.43
39 H 0.42
40 H 0.07
41 H 0.13
42 H 0.54
43 H 0.29
44 H 0.30
45 H 0.12
46 H 0.38
47 H 0.20
48 Cl -0.18
49 C -0.51
50 C -0.33
51 Cl -0.21
52 H 0.34
53 H 0.33
54 H 0.26
55 H 0.32
56 Cl -0.18
57 C -0.53
58 C -0.45
59 Cl -0.15
60 H 0.31
61 H 0.38
62 H 0.32
63 H 0.32
64 Cl -0.13
65 C -0.48
66 C -0.45
67 Cl -0.18
68 H 0.32
69 H 0.32
70 H 0.35
71 H 0.29


3.
Density functional theory data (ωB97M-V with the def2-TZVPD basis set) for a structure of composition C25H37FN7O6RbS.

Cartesian coordinates (Å):
1 Rb 0.895 -0.612 0.213
2 N 2.680 0.799 2.788
3 C 3.906 0.026 2.597
4 C 3.595 -1.287 1.857
5 O 2.586 -1.921 2.247
6 O 4.414 -1.641 0.975
7 H 2.764 1.484 3.527
8 H 1.950 0.140 3.043
9 H 4.378 -0.280 3.545
10 H 4.635 0.597 2.024
11 C 6.834 -2.637 -3.597
12 C 6.058 -1.685 -2.700
13 N 4.659 -2.069 -2.544
14 C 3.684 -1.258 -3.061
15 C 2.358 -1.442 -2.904
16 C 1.323 -0.385 -3.317
17 O 0.662 -0.605 -4.336
18 O 1.240 0.572 -2.502
19 C 1.891 -2.593 -2.165
20 O 0.707 -2.788 -1.868
21 C 2.947 -3.458 -1.615
22 C 2.549 -4.488 -0.753
23 C 3.483 -5.102 0.015
24 F 3.106 -6.032 0.938
25 C 4.833 -4.734 -0.031
26 C 5.241 -3.799 -0.944
27 C 4.299 -3.131 -1.749
28 N 5.726 -5.070 1.042
29 C 5.928 -6.474 1.336
30 C 7.092 -6.598 2.301
31 N 6.774 -5.802 3.544
32 C 6.486 -4.348 3.220
33 C 5.353 -4.312 2.232
34 H 7.870 -2.309 -3.689
35 H 6.392 -2.661 -4.594
36 H 6.832 -3.655 -3.206
37 H 6.062 -0.687 -3.133
38 H 6.513 -1.591 -1.712
39 H 4.058 -0.390 -3.590
40 H 1.495 -4.709 -0.656
41 H 6.271 -3.476 -0.909
42 H 6.175 -7.015 0.423
43 H 5.040 -6.957 1.773
44 H 7.996 -6.160 1.883
45 H 7.276 -7.626 2.606
46 H 7.533 -5.879 4.218
47 H 5.936 -6.196 3.978
48 H 7.406 -3.940 2.805
49 H 6.239 -3.848 4.155
50 H 5.129 -3.279 1.934
51 H 4.435 -4.705 2.703
52 N -2.887 -0.242 2.030
53 C -2.472 -1.521 2.271
54 C -3.175 -2.357 3.158
55 C -2.738 -3.647 3.340
56 C -1.618 -4.100 2.645
57 C -0.996 -3.209 1.795
58 N -1.399 -1.951 1.602
59 H -3.506 0.171 2.705
60 H -2.222 0.397 1.604
61 H -4.045 -1.977 3.679
62 H -3.267 -4.303 4.020
63 H -1.240 -5.106 2.758
64 H -0.115 -3.509 1.236
65 C -1.693 2.982 -0.947
66 S -0.385 2.776 0.244
67 C -0.575 4.331 1.112
68 O -0.860 1.731 1.219
69 H -1.392 3.741 -1.669
70 H -2.615 3.263 -0.436
71 H -1.802 2.008 -1.435
72 H -0.384 5.157 0.427
73 H 0.154 4.345 1.920
74 H -1.586 4.388 1.515
75 N -1.903 -0.133 -2.110
76 H -1.793 -0.931 -1.492
77 H -1.070 -0.093 -2.697
78 H -2.662 -0.386 -2.734

Calculated values
Energy above the lowest of the compared OMol25 structures with the same formula, charge and spin (eV): 0.681
Electronic energy (eV): -63449.792
HOMO energy (eV): -6.81
F_max (eV/Å): 0.35
LUMO energy (eV): -1.125

Mulliken charges, unit e, in atom order:
1 Rb 0.88
2 N -0.45
3 C -0.57
4 C 0.58
5 O -0.72
6 O -0.80
7 H 0.21
8 H 0.21
9 H 0.24
10 H 0.29
11 C -1.12
12 C -0.87
13 N 0.32
14 C 0.12
15 C 0.19
16 C 0.14
17 O -0.73
18 O -0.66
19 C 0.33
20 O -0.77
21 C 0.12
22 C -0.64
23 C 0.25
24 F -0.42
25 C -1.62
26 C -0.30
27 C 0.92
28 N 0.32
29 C -0.39
30 C -0.84
31 N -0.12
32 C -1.07
33 C 0.63
34 H 0.41
35 H 0.34
36 H 0.27
37 H 0.47
38 H 0.35
39 H 0.40
40 H 0.63
41 H 0.46
42 H 0.41
43 H 0.35
44 H 0.37
45 H 0.42
46 H 0.36
47 H 0.41
48 H 0.34
49 H 0.42
50 H -0.52
51 H 0.33
52 N -0.37
53 C 0.45
54 C -0.73
55 C -0.37
56 C -0.82
57 C 0.13
58 N 0.16
59 H 0.26
60 H 0.23
61 H 0.32
62 H 0.37
63 H 0.43
64 H 0.14
65 C -0.62
66 S 0.65
67 C -1.11
68 O -0.79
69 H 0.41
70 H 0.33
71 H 0.04
72 H 0.37
73 H 0.34
74 H 0.31
75 N -0.69
76 H 0.19
77 H 0.26
78 H 0.22